A 2-piece molecular cluster, CH3ClO2PS overall in a non-equilibrium geometry. Source: the OMol25 dataset; level of theory: ωB97M-V/def2-TZVPD.

Calculated values
- ΔE to the lowest compared entry with this formula, charge and spin: 99.4 kcal per mole
- E: -37827.6124 eV
- HOMO-LUMO gap (spin up / spin down): 7.770 / 4.795 eV

```
! wB97M-V def2-TZVPD RIJCOSX def2/J DEFGRID3
* xyz -1 1
C 2.609 0.297 1.104
O -2.252 1.247 0.125
O -1.766 -0.226 -1.880
P -1.737 -0.075 -0.219
S -2.497 -1.763 0.478
Cl 1.273 0.756 0.057
H 3.479 -0.108 0.607
H 2.941 1.083 1.745
H -2.049 -1.210 -2.018
*
```

=====

A 2-piece molecular cluster, C2H7N3O overall in a non-equilibrium geometry. Source: the OMol25 dataset; level of theory: ωB97M-V/def2-TZVPD.

Calculated values
- ΔE to the lowest compared entry with this formula, charge and spin: 32.1 kcal per mole
- E: -8704.8866 eV
- HOMO-LUMO gap: 10.108 eV
- SMILES: [H]/N=C\N.NC=O

```
! wB97M-V def2-TZVPD RIJCOSX def2/J DEFGRID3
* xyz 0 1
N 0.389 0.805 1.831
C 1.133 1.178 0.688
N 0.780 1.862 -0.307
H 0.722 -0.018 2.303
H -0.607 0.744 1.662
H 2.176 0.899 0.916
H -0.228 1.799 -0.501
C -0.604 -1.605 -0.596
N -0.894 -0.695 -1.550
O -0.109 -1.450 0.505
H -0.954 -2.592 -0.928
H -0.265 0.084 -1.768
H -1.539 -1.011 -2.254
*
```

=====

An isolated ion of composition C19H35NO7P and charge -1 in a non-equilibrium geometry. Source: the OMol25 dataset; level of theory: ωB97M-V/def2-TZVPD.

Calculated values
- E: -45383.3257 eV
- HOMO-LUMO gap: 7.356 eV
- SMILES: [H]/N=C(\C)C[C@@]1(C(=O)[O-])COC[C@@]1(CCCOC)CCCP(=O)(OCC)OCC

```
! wB97M-V def2-TZVPD RIJCOSX def2/J DEFGRID3
* xyz -1 1
C -3.940 -4.546 3.653
C -2.682 -3.839 3.082
O -2.680 -3.858 1.634
P -3.026 -2.380 0.970
O -3.838 -2.637 -0.253
C -1.410 -1.545 0.614
C -1.340 -0.861 -0.811
C 0.135 -0.896 -1.351
C 0.950 0.437 -1.196
C 0.808 0.998 0.281
C -0.398 2.002 0.468
C 0.018 3.457 0.860
O 0.224 3.520 2.285
C 1.609 3.458 2.644
C 0.819 1.569 -2.277
O 2.107 2.231 -2.266
C 3.147 1.472 -1.607
C 2.453 0.064 -1.456
C 2.838 -0.867 -2.669
C 2.934 -0.159 -4.045
C 4.278 0.537 -4.515
N 1.956 -0.122 -4.876
C 3.273 -0.603 -0.260
O 4.482 -0.307 -0.168
O 2.725 -1.436 0.542
O -3.984 -1.445 1.973
C -4.049 -0.077 1.508
C -3.439 0.837 2.643
H -3.987 -5.606 3.307
H -3.896 -4.594 4.773
H -4.897 -4.033 3.393
H -1.776 -4.417 3.407
H -2.526 -2.810 3.502
H -1.206 -0.822 1.447
H -0.583 -2.298 0.670
H -1.828 0.136 -0.852
H -1.944 -1.525 -1.485
H 0.757 -1.709 -0.897
H 0.090 -1.122 -2.450
H 1.728 1.523 0.625
H 0.644 0.168 1.010
H -1.056 2.066 -0.429
H -1.045 1.625 1.304
H 0.869 3.868 0.269
H -0.857 4.136 0.658
H 1.862 2.421 2.972
H 1.746 4.155 3.513
H 2.308 3.775 1.837
H 0.134 2.432 -2.097
H 0.514 1.209 -3.293
H 3.333 1.960 -0.611
H 4.162 1.482 -2.056
H 3.867 -1.255 -2.447
H 2.193 -1.764 -2.796
H 4.635 0.104 -5.474
H 5.049 0.421 -3.716
H 4.053 1.629 -4.568
H 2.297 0.406 -5.693
H -3.567 0.090 0.520
H -5.129 0.190 1.440
H -3.204 1.851 2.243
H -2.546 0.335 3.085
H -4.168 0.967 3.482
*
```

=====

C10H28MgO6S4 as an isolated structure in a non-equilibrium geometry. Source: the OMol25 dataset; level of theory: ωB97M-V/def2-TZVPD.

Calculated values
- ΔE to the lowest compared entry with this formula, charge and spin: 9.0 kcal per mole
- E: -71893.8125 eV
- HOMO-LUMO gap: 6.115 eV

```
! wB97M-V def2-TZVPD RIJCOSX def2/J DEFGRID3
* xyz 0 1
Mg -0.781 0.107 -0.619
O 0.230 1.620 -1.409
C -0.401 2.069 -2.554
C -1.780 1.363 -2.880
O -2.217 0.456 -1.909
H 0.271 1.857 -3.417
H -0.572 3.161 -2.523
H -1.737 0.895 -3.878
H -2.558 2.155 -2.879
C -1.770 -2.019 2.903
S -2.246 -2.503 1.227
O -1.948 -1.332 0.403
C -0.914 -3.686 0.967
H -0.735 -1.700 2.806
H -1.975 -2.837 3.593
H -2.399 -1.183 3.204
H -0.404 -3.457 0.033
H -1.300 -4.705 0.995
H -0.184 -3.635 1.779
C 2.111 -2.899 -1.775
S 0.901 -1.944 -2.678
O -0.005 -1.473 -1.598
C 1.982 -0.510 -2.928
H 1.595 -3.800 -1.437
H 2.455 -2.328 -0.914
H 2.943 -3.232 -2.396
H 1.861 0.030 -1.985
H 1.643 0.148 -3.726
H 2.997 -0.828 -3.160
C 2.740 1.188 1.140
S 1.492 0.189 1.941
O 0.856 -0.520 0.795
C 2.598 -1.039 2.713
H 2.195 1.961 0.594
H 3.318 0.577 0.448
H 3.417 1.703 1.826
H 3.630 -0.957 2.384
H 2.153 -1.988 2.420
H 2.531 -0.897 3.790
C -2.979 2.768 0.025
S -2.206 2.190 1.502
O -1.300 1.111 1.037
C -1.142 3.610 1.733
H -3.665 3.598 0.192
H -3.545 1.932 -0.389
H -2.193 3.011 -0.693
H -1.805 4.474 1.605
H -0.393 3.597 0.942
H -0.766 3.702 2.748
*
```